This record from the OMol25 dataset describes a molecular structure, C53H41BiN5O3S2Te. The level of theory is the ωB97M-V functional and the def2-TZVPD basis.

Geometry as XYZ:
```
106
C53H41BiN5O3S2Te (the ωB97M-V functional and the def2-TZVPD basis)
Bi 0.964 -0.595 -0.096
Te -3.044 -3.972 -4.398
S 0.885 6.522 2.498
S 2.509 -5.409 2.672
O 3.209 -3.675 -2.167
O -0.752 -1.510 0.783
O -3.153 -2.879 3.170
N 2.689 1.390 -1.440
N 1.759 -1.117 2.058
N -0.892 -1.923 -2.415
N 1.129 1.454 1.463
N 2.026 -2.405 -0.539
C -2.223 -2.443 -5.613
C 3.123 2.065 -2.262
C 3.433 -6.175 4.918
C -1.067 2.877 -2.663
C -0.204 2.871 -3.750
C -2.930 -1.255 -5.780
C 0.286 1.664 -4.233
C 2.084 -0.138 2.938
C 1.785 1.224 2.611
C 0.239 7.567 1.315
C -4.732 -0.653 -0.161
C -1.055 -1.724 4.679
C -3.011 -1.318 1.413
C -3.743 -0.539 -1.131
C 3.038 4.354 -3.196
C 0.202 5.516 0.259
C -1.343 -3.217 -1.931
C -1.380 -4.238 -3.058
C 2.795 1.931 4.710
C 2.930 -1.779 4.472
C -0.984 0.460 -2.570
C -1.450 1.679 -2.072
C 3.642 2.947 -3.304
C -1.411 -0.845 -1.968
C -2.462 -0.278 -6.651
C 1.132 3.807 1.907
C -0.283 -0.994 5.569
C -0.573 -1.663 -7.186
C 2.543 -2.780 3.605
C -1.283 -0.481 -7.354
C -0.150 0.383 5.409
C -6.173 -0.361 -0.495
C -1.527 0.286 3.440
C 2.140 2.262 3.478
C -0.768 1.020 4.341
C -2.024 -1.207 0.432
C 2.623 -3.039 -1.375
C -0.082 6.902 0.173
C -0.098 0.469 -3.649
C 1.802 3.566 3.092
C 3.280 -4.770 5.016
C 2.690 -0.436 4.163
C 0.738 5.146 1.464
C 0.815 2.682 1.117
C -2.409 -0.832 -0.859
C -1.042 -2.644 -6.321
C -2.644 -1.859 2.765
C 3.054 -6.652 3.702
C 2.783 -4.199 3.878
C -1.686 -1.085 3.614
C -4.341 -1.069 1.106
C 3.046 0.647 5.037
C 1.942 -2.382 2.398
H 0.189 -1.488 6.410
H -2.129 1.695 -1.228
H -1.515 -5.236 -2.641
H 1.618 -3.116 1.674
H -6.813 -0.482 0.378
H -0.508 7.380 -0.699
H -5.085 -1.194 1.885
H 3.067 2.730 5.391
H 0.337 -1.835 -7.748
H -6.286 0.659 -0.866
H -1.463 3.812 -2.286
H 4.728 2.983 -3.213
H 3.427 -2.027 5.402
H 1.952 4.302 -3.141
H -6.534 -1.035 -1.274
H 3.810 -6.801 5.714
H -0.628 -3.559 -1.175
H 0.019 4.826 -0.556
H -1.201 -2.789 4.808
H 0.953 1.651 -5.087
H 0.423 0.958 6.126
H 3.062 -7.673 3.351
H -3.859 -1.101 -5.242
H 0.256 -0.478 -4.037
H -0.923 0.279 -8.037
H 0.296 2.795 0.169
H -2.319 -3.167 -1.441
H 0.071 3.803 -4.230
H 3.525 -4.213 5.912
H -0.460 -4.222 -3.641
H -0.677 2.095 4.227
H 3.525 0.407 5.979
H -0.497 -3.575 -6.219
H -3.025 0.638 -6.784
H 0.127 8.619 1.533
H 2.070 4.395 3.736
H -2.040 0.782 2.622
H 3.313 4.940 -4.072
H -4.018 -0.265 -2.146
H 3.403 4.866 -2.307
H 3.411 2.495 -4.269
```

Calculated values
LUMO level   -3.537 eV
Total charge   +1
Relative energy (zero: lowest compared OMol25 entry of this formula, charge and spin)   40.8 kJ/mol
Gap between HOMO and LUMO   5.905 eV

These are the Löwdin partial charges, in e, on atoms 1 to 4:
1 Bi 1.91
2 Te 1.27
3 S 1.07
4 S 1.07